No. 1
Below is a molecular structure, C31H35NP2RuS3 at a distorted geometry, with properties calculated with ωB97M-V/def2-TZVPD.

Cartesian coordinates (Å):
Ru -0.257 -0.236 1.208
C 0.165 2.603 3.179
C -0.645 2.933 1.932
S -0.106 2.213 0.342
C 1.645 2.739 0.235
C 2.575 1.632 -0.234
S 2.374 -0.009 0.530
C 3.138 0.056 2.183
C 2.532 1.009 3.195
S 0.709 0.861 3.383
H -0.456 2.810 4.051
H 1.055 3.222 3.260
H -0.674 4.016 1.800
H -1.670 2.580 2.028
H 1.933 3.141 1.204
H 1.667 3.552 -0.490
H 3.615 1.935 -0.110
H 2.413 1.419 -1.291
H 4.197 0.278 2.052
H 3.051 -0.977 2.521
H 2.763 2.046 2.964
H 2.945 0.780 4.177
C -2.278 -2.541 -1.966
N -1.860 -1.999 -0.663
P -2.606 -0.540 -0.166
C -4.361 -0.821 -0.569
C -4.967 -1.934 0.027
C -6.313 -2.151 -0.198
C -7.048 -1.273 -0.990
C -6.437 -0.174 -1.575
C -5.083 0.058 -1.365
C -2.697 -0.470 1.684
C -2.225 -1.428 2.603
C -2.394 -1.221 3.968
C -3.024 -0.074 4.429
C -3.506 0.869 3.526
C -3.334 0.685 2.164
P -0.360 -2.524 0.100
C -0.751 -4.286 0.403
C -0.669 -5.184 -0.664
C -1.093 -6.492 -0.489
C -1.562 -6.917 0.748
C -1.568 -6.047 1.828
C -1.164 -4.730 1.658
C 1.045 -2.673 -1.038
C 2.144 -3.162 -0.314
C 3.328 -3.463 -0.956
C 3.431 -3.277 -2.330
C 2.353 -2.777 -3.046
C 1.157 -2.473 -2.409
H -3.306 -2.260 -2.180
H -2.207 -3.626 -1.939
H -1.643 -2.172 -2.771
H -4.396 -2.621 0.641
H -6.792 -3.010 0.253
H -8.101 -1.454 -1.160
H -7.007 0.505 -2.193
H -4.604 0.910 -1.832
H -1.878 -2.388 2.252
H -2.059 -1.973 4.671
H -3.163 0.073 5.492
H -4.033 1.743 3.887
H -3.746 1.405 1.463
H -0.239 -4.892 -1.613
H -1.025 -7.184 -1.317
H -1.906 -7.935 0.874
H -1.873 -6.389 2.807
H -1.143 -4.077 2.522
H 2.048 -3.320 0.758
H 4.167 -3.852 -0.394
H 4.352 -3.522 -2.841
H 2.442 -2.642 -4.116
H 0.336 -2.091 -3.000

As for the total energy: -3228.175047 hartree. The spin multiplicity is 6. Its frontier orbital gap (alpha / beta) is 7.97 / 5.22 eV. As for the charge: +3. As for the HOMO energy (alpha / beta): -0.6001 / -0.6139 Eh. As for the expectation value of S²: 8.773.

=====

No. 2
Below is a molecular structure, C31H36AsClPtSSbSe, with properties calculated with ωB97M-V/def2-TZVPD.

Cartesian coordinates (Å):
Pt -0.379 0.168 0.613
S 1.464 1.418 1.233
Sb 1.749 1.818 -1.029
C 1.975 -0.003 -2.036
C 1.614 -0.121 -3.374
C 1.775 -1.339 -4.020
C 2.299 -2.425 -3.333
C 2.660 -2.302 -1.997
C 2.494 -1.091 -1.341
C 0.210 2.864 -1.997
C 0.356 4.231 -2.210
C -0.656 4.933 -2.851
C -1.791 4.268 -3.290
C -1.925 2.899 -3.088
C -0.930 2.194 -2.431
C 3.470 2.984 -1.300
C 4.202 2.872 -2.478
C 5.321 3.671 -2.664
C 5.702 4.573 -1.679
C 4.971 4.678 -0.503
C 3.852 3.881 -0.308
H 1.198 0.723 -3.914
H 1.493 -1.438 -5.060
H 2.428 -3.372 -3.841
H 3.074 -3.150 -1.468
H 2.767 -0.990 -0.296
H 1.252 4.750 -1.889
H -0.551 5.998 -3.015
H -2.575 4.816 -3.796
H -2.808 2.383 -3.444
H -1.038 1.128 -2.257
H 3.914 2.165 -3.248
H 5.897 3.588 -3.576
H 6.576 5.193 -1.826
H 5.274 5.377 0.265
H 3.290 3.956 0.615
Cl -7.129 -0.337 1.781
C -5.517 0.284 1.661
C -5.024 0.673 0.422
C -3.734 1.158 0.332
C -2.917 1.251 1.459
C -1.506 1.703 1.340
C -3.448 0.888 2.692
C -4.742 0.401 2.802
H -5.655 0.595 -0.453
H -3.339 1.461 -0.632
H -1.086 1.999 2.303
H -1.385 2.529 0.640
H -2.846 0.997 3.586
H -5.153 0.124 3.763
Se -1.719 -1.812 -0.009
C 1.116 -4.246 0.333
C 0.824 -3.542 1.653
As -1.022 -2.974 1.771
C -2.124 -4.534 2.132
C -1.401 -5.694 2.804
C -1.153 -1.824 3.322
C -1.036 -2.593 4.634
H 2.157 -4.570 0.299
H 0.934 -3.580 -0.509
H 0.492 -5.132 0.199
H 1.414 -2.630 1.766
H 1.017 -4.180 2.515
H -2.550 -4.825 1.168
H -2.953 -4.168 2.739
H -0.600 -6.088 2.179
H -2.103 -6.507 2.990
H -0.971 -5.405 3.765
H -2.097 -1.294 3.232
H -0.353 -1.093 3.210
H -1.848 -3.310 4.767
H -1.079 -1.896 5.471
H -0.089 -3.129 4.708

As for the total energy: -7057.821259 hartree. Its frontier orbital gap is 7.62 eV. As for the charge: +1. As for the energy above the lowest of the compared OMol25 structures with the same formula, charge and spin: 0.0 kJ/mol. As for the HOMO energy: -0.3891 Eh.

=====

No. 3
Below is 5 unconnected molecules or ions with the total composition C31H36BIN2O11 at a distorted geometry, with properties calculated with ωB97M-V/def2-TZVPD.

Cartesian coordinates (Å):
C -3.355 1.722 2.304
C -3.734 1.087 0.876
B -2.585 0.032 0.514
O -1.275 0.580 0.317
N -2.766 -1.432 0.327
C -3.945 -2.027 0.942
O -5.035 -2.186 0.477
C -3.553 -2.504 2.368
C -4.349 -2.925 3.505
C -3.603 -3.272 4.726
C -2.128 -3.230 4.797
I -1.045 -3.764 6.583
C -1.334 -2.819 3.629
C 0.196 -2.715 3.586
C 1.102 -3.835 3.294
C 2.527 -3.534 3.253
N 3.129 -2.333 3.475
C 2.258 -1.320 3.728
C 0.809 -1.394 3.818
C -2.080 -2.476 2.433
C -1.628 -2.029 1.011
O -0.509 -2.237 0.635
H -2.234 1.774 2.374
H -3.784 2.757 2.396
H -3.792 1.069 3.107
H -3.708 1.953 0.152
H -4.774 0.677 0.841
H -0.802 0.577 1.172
H -5.454 -2.972 3.424
H -4.172 -3.591 5.626
H 0.709 -4.853 3.090
H 3.208 -4.398 3.032
H 2.709 -0.307 3.891
H 0.142 -0.525 4.009
O -2.195 -0.131 -6.182
C -2.012 -0.454 -5.041
C -1.926 -1.869 -4.521
C -2.089 -1.671 -3.024
C -1.515 -0.284 -2.819
O -1.810 0.429 -4.031
H -0.947 -2.281 -4.774
H -2.721 -2.487 -4.935
H -1.595 -2.434 -2.422
H -3.151 -1.675 -2.767
H -0.432 -0.300 -2.678
H -1.973 0.226 -1.973
O -2.821 0.988 -12.839
C -2.744 0.763 -11.665
C -2.061 1.632 -10.635
C -1.936 0.688 -9.452
C -3.125 -0.228 -9.641
O -3.312 -0.316 -11.064
H -2.702 2.486 -10.410
H -1.088 1.966 -10.990
H -1.931 1.191 -8.486
H -1.009 0.115 -9.538
H -4.037 0.176 -9.194
H -2.945 -1.223 -9.234
O -0.323 2.891 4.996
C 0.729 2.986 4.427
C 1.047 3.943 3.303
C 2.326 3.355 2.736
C 2.941 2.688 3.948
O 1.829 2.253 4.748
H 1.205 4.940 3.720
H 0.248 3.958 2.565
H 2.981 4.092 2.272
H 2.080 2.601 1.982
H 3.547 3.379 4.539
H 3.553 1.829 3.673
O 6.131 3.799 2.856
C 6.519 2.678 3.023
C 7.395 1.896 2.073
C 7.231 0.475 2.580
C 6.961 0.687 4.054
O 6.257 1.938 4.137
H 8.424 2.247 2.169
H 7.047 1.999 1.047
H 8.094 -0.163 2.388
H 6.360 0.014 2.106
H 7.882 0.767 4.637
H 6.344 -0.107 4.475

As for the total energy: -2462.633516 hartree. Its frontier orbital gap is 8.59 eV. As for the charge: 0. As for the HOMO energy: -0.3540 Eh. Its SMILES is CCB(O)N1C(=O)c2ccc(I)c(-c3ccncc3)c2C1=O.O=C1CCCO1.O=C1CCCO1.O=C1CCCO1.O=C1CCCO1.

=====

No. 4
Below is a molecular structure, C31H36ClF3FeNPSSe2Si at a distorted geometry, with properties calculated with ωB97M-V/def2-TZVPD.

Cartesian coordinates (Å):
Fe -0.144 0.087 0.061
C 6.441 -0.534 -1.106
Si 5.292 0.988 -0.965
C 6.312 2.479 -0.337
C 4.603 1.393 -2.687
C 4.038 0.595 0.412
C 4.461 0.529 1.724
C 3.580 0.218 2.758
C 2.264 -0.018 2.432
N 1.819 0.037 1.182
C 2.670 0.340 0.184
S 1.927 0.418 -1.347
H 7.229 -0.340 -1.830
H 5.892 -1.411 -1.438
H 6.912 -0.776 -0.158
H 7.074 2.745 -1.062
H 6.818 2.259 0.598
H 5.688 3.352 -0.176
H 5.396 1.764 -3.332
H 3.821 2.144 -2.642
H 4.175 0.509 -3.149
H 5.496 0.731 1.959
H 3.910 0.182 3.786
H 1.524 -0.270 3.185
C -1.236 -1.133 4.085
Se -1.441 -0.774 2.150
C -2.306 0.978 2.406
C -1.306 2.077 2.698
Se -0.054 2.479 1.210
C 1.402 3.136 2.328
H -2.235 -1.238 4.508
H -0.700 -0.323 4.581
H -0.684 -2.066 4.190
H -3.001 0.853 3.243
H -2.881 1.170 1.498
H -0.684 1.806 3.554
H -1.834 3.008 2.921
H 1.061 3.988 2.916
H 2.189 3.449 1.643
H 1.777 2.348 2.980
Cl -2.014 -1.211 -0.850
C -1.543 -2.618 -1.697
C -2.427 -3.227 -2.568
C -2.049 -4.406 -3.188
C -0.802 -4.956 -2.932
C 0.081 -4.324 -2.077
C -0.276 -3.138 -1.444
P 0.785 -2.236 -0.247
C 2.394 -2.910 -0.782
C 3.207 -3.752 -0.033
C 4.382 -4.244 -0.574
C 4.756 -3.905 -1.861
C 3.951 -3.062 -2.613
C 2.781 -2.562 -2.077
C 0.432 -3.247 1.238
C -0.681 -4.081 1.345
C -0.883 -4.819 2.497
C 0.010 -4.739 3.554
C 1.102 -3.892 3.467
C 1.296 -3.133 2.327
H -3.393 -2.783 -2.746
H -2.730 -4.894 -3.868
H -0.517 -5.886 -3.396
H 1.051 -4.760 -1.887
H 2.917 -4.058 0.959
H 4.999 -4.905 0.017
H 5.668 -4.301 -2.279
H 4.238 -2.798 -3.619
H 2.157 -1.903 -2.663
H -1.367 -4.181 0.517
H -1.733 -5.482 2.564
H -0.144 -5.332 4.441
H 1.806 -3.835 4.286
H 2.135 -2.452 2.273
F -0.342 2.639 -1.630
C -0.861 1.379 -1.563
F -1.884 1.530 -0.567
F -1.568 1.216 -2.711

As for the total energy: -9113.007497 hartree. The spin multiplicity is 5. Its frontier orbital gap (alpha / beta) is 6.83 / 7.18 eV. As for the charge: 0. As for the energy above the lowest of the compared OMol25 structures with the same formula, charge and spin: 270.7 kJ/mol. As for the HOMO energy (alpha / beta): -0.2415 / -0.2550 Eh. As for the expectation value of S²: 6.023.

=====

No. 5
Below is 5 unconnected molecules or ions with the total composition C31H36F4N3O2 at a distorted geometry, with properties calculated with ωB97M-V/def2-TZVPD.

Cartesian coordinates (Å):
C -2.906 -2.708 0.935
C -3.092 -1.319 0.171
O -1.845 -0.696 -0.175
C -1.278 -0.013 0.980
C 0.260 0.171 0.670
O 1.138 -0.176 1.753
C 0.970 -1.534 2.167
C 2.477 -2.009 2.412
N 2.904 -2.937 1.306
C 1.748 -3.038 0.484
N 1.592 -3.476 -0.772
N 0.614 -2.558 1.176
H -2.271 -3.420 0.323
H -3.912 -3.168 1.133
H -2.353 -2.520 1.909
H -3.766 -0.685 0.817
H -3.647 -1.558 -0.795
H -1.840 0.987 1.029
H -1.510 -0.545 1.945
H 0.408 1.252 0.364
H 0.542 -0.439 -0.241
H 0.497 -1.612 3.189
H 2.322 -2.751 3.264
H 3.219 -1.261 2.789
H 3.720 -2.497 0.869
H 1.799 -4.420 -1.099
H 1.186 -2.818 -1.444
H -0.261 -2.448 0.650
F -3.830 2.295 1.593
C -3.518 3.526 1.148
C -4.521 4.467 1.002
C -4.199 5.741 0.548
C -2.880 6.054 0.235
C -1.881 5.099 0.382
C -2.199 3.827 0.846
H -5.544 4.203 1.242
H -4.976 6.488 0.436
H -2.631 7.047 -0.122
H -0.860 5.342 0.136
H -1.431 3.074 0.974
F 5.689 -8.694 2.539
C 5.626 -7.495 3.133
C 6.410 -7.246 4.248
C 6.348 -6.001 4.860
C 5.495 -5.022 4.358
C 4.710 -5.286 3.241
C 4.779 -6.527 2.621
H 7.061 -8.023 4.629
H 6.962 -5.793 5.728
H 5.445 -4.051 4.840
H 4.043 -4.524 2.853
H 4.181 -6.748 1.745
F -0.065 7.000 -0.768
C 1.114 6.634 -1.303
C 2.106 6.133 -0.478
C 3.323 5.750 -1.031
C 3.536 5.884 -2.400
C 2.532 6.394 -3.217
C 1.311 6.767 -2.667
H 1.925 6.044 0.587
H 4.105 5.350 -0.397
H 4.486 5.590 -2.830
H 2.700 6.502 -4.282
H 0.515 7.158 -3.288
F -4.700 -2.317 -2.594
C -4.549 -1.523 -3.673
C -3.416 -0.733 -3.781
C -3.258 0.082 -4.896
C -4.238 0.105 -5.883
C -5.373 -0.690 -5.760
C -5.528 -1.513 -4.651
H -2.668 -0.758 -2.997
H -2.373 0.698 -4.995
H -4.116 0.744 -6.750
H -6.137 -0.668 -6.528
H -6.401 -2.145 -4.543

As for the total energy: -1916.752273 hartree. Its frontier orbital gap is 6.92 eV. As for the charge: +1. As for the energy above the lowest of the compared OMol25 structures with the same formula, charge and spin: 0.0 kJ/mol. As for the HOMO energy: -0.4032 Eh.

=====

No. 6
Below is a molecular structure, C31H36N4S6SeW at a distorted geometry, with properties calculated with ωB97M-V/def2-TZVPD.

Cartesian coordinates (Å):
W 0.098 -0.543 -0.306
C -0.202 2.940 -0.477
C -1.445 2.209 -0.874
C -2.494 3.028 -1.376
C -3.662 2.475 -1.771
C -3.869 1.086 -1.589
C -5.108 0.484 -1.893
C -5.304 -0.838 -1.608
C -4.280 -1.580 -1.001
C -3.054 -1.029 -0.709
S -1.832 -1.990 0.100
C -2.819 0.331 -1.040
N -1.580 0.899 -0.770
H -0.489 3.902 -0.052
H 0.411 3.121 -1.362
H 0.399 2.402 0.246
H -2.314 4.091 -1.452
H -4.459 3.077 -2.192
H -5.889 1.090 -2.335
H -6.248 -1.316 -1.832
H -4.451 -2.620 -0.753
C 2.744 -2.680 -2.088
N 2.195 -3.090 -0.804
C 2.638 -4.244 -0.198
C 1.999 -4.335 0.981
N 1.181 -3.233 1.068
C 0.310 -3.041 2.219
C 1.295 -2.440 -0.031
Se 1.796 0.588 -1.683
H 2.780 -3.548 -2.743
H 3.745 -2.271 -1.950
H 2.103 -1.929 -2.525
H 3.357 -4.891 -0.668
H 2.037 -5.080 1.755
H -0.580 -3.661 2.125
H 0.017 -2.000 2.272
H 0.856 -3.312 3.120
C -2.421 0.937 2.489
C -1.312 1.068 3.519
C -1.099 -0.276 4.220
C 0.048 1.638 3.109
C 0.446 2.758 3.836
C 1.750 3.214 3.828
C 2.709 2.455 3.187
C 2.381 1.330 2.434
C 3.566 0.444 2.053
C 3.875 0.185 0.586
C 3.453 -0.877 2.819
C 1.008 1.021 2.265
N 0.591 0.165 1.232
H -3.330 0.594 2.988
H -2.168 0.199 1.738
H -2.645 1.890 2.004
H -1.668 1.773 4.274
H -0.750 -1.022 3.506
H -2.038 -0.638 4.643
H -0.363 -0.197 5.022
H -0.293 3.259 4.449
H 2.028 4.105 4.377
H 3.754 2.722 3.281
H 4.429 0.980 2.455
H 3.080 -0.365 0.094
H 4.787 -0.414 0.518
H 4.042 1.111 0.036
H 2.545 -1.401 2.525
H 3.411 -0.711 3.897
H 4.306 -1.524 2.601
C -2.098 1.824 -5.070
S -0.641 1.821 -3.996
C 0.198 0.433 -4.655
C 0.234 -0.803 -4.121
S -0.529 -1.483 -2.691
S 1.072 -1.990 -5.101
C 1.540 -0.972 -6.423
S 2.379 -1.501 -7.728
S 1.033 0.659 -6.179
H -2.660 2.726 -4.826
H -2.717 0.949 -4.881
H -1.814 1.863 -6.120

As for the total energy: -6279.621442 hartree. The spin multiplicity is 3. Its frontier orbital gap (alpha / beta) is 6.78 / 5.95 eV. As for the charge: 0. As for the energy above the lowest of the compared OMol25 structures with the same formula, charge and spin: 4.7 kJ/mol. As for the HOMO energy (alpha / beta): -0.2586 / -0.2684 Eh. As for the expectation value of S²: 2.010.

=====

> Among the records above, which one has the highest total energy?

C31H36F4N3O2

=====

> Which of these has the lowest total energy?

C31H36ClF3FeNPSSe2Si

=====

> Look up the total energy of the third one.

-2462.633516 hartree

=====

> Which formula does entry 4 have?

C31H36ClF3FeNPSSe2Si